The following is a quantum chemistry calculation of 3 unconnected molecules or ions with the total composition C4H9NOP at a distorted geometry, from the Open Molecules 2025 dataset.

The geometry in XYZ format:
```
16
Properties=species:S:1:pos:R:3:forces:R:3
C -3.443 1.919 0.513 2.0 1.6 -4.0
C -2.382 -0.021 -1.014 -0.6 -0.3 0.1
C 4.429 -0.807 -0.324 0.4 -1.9 -1.3
C 5.654 -0.445 0.049 -0.2 -3.9 -2.1
N -3.512 -0.320 -0.686 0.3 2.1 -0.1
O -1.365 0.358 -1.358 1.3 0.3 -0.4
P -4.496 -1.205 0.357 -1.9 -1.1 0.8
H -4.329 2.329 0.845 -2.4 0.3 0.3
H -2.921 2.460 -0.367 -0.9 -1.2 1.4
H 4.299 -1.814 -0.955 0.0 2.4 1.8
H 3.586 -0.145 -0.131 0.0 -0.3 -0.3
H -2.889 1.383 1.177 1.6 -1.7 1.7
H 5.886 0.462 0.402 0.6 3.2 1.7
H 6.525 -1.106 -0.160 -0.8 0.5 0.2
H -4.193 -2.516 -0.017 0.6 -0.3 -0.1
H -5.597 -1.278 -0.547 0.1 0.3 0.3
```
Forces are in eV/Å.

Properties
Net charge ... +1
Orbital gap (alpha / beta) ... 0.1257 / 0.1256 Ha
F_max ... 4.8 eV/A
ΔE to the lowest compared entry with this formula, charge and spin ... 556.3 kJ/mol

How positive or negative is each atom? The natural (NBO) charges in e answer that: C 0.0870; C 0.8863; C -0.4022; C -0.3673; N -0.7986; O -0.3849; P 0.5542; H 0.2059; H 0.2420; H 0.2036; H 0.1870; H 0.1917; H 0.1837; H 0.1952; H 0.0086; H 0.0077

The following is a quantum chemistry calculation of a molecular structure, C30H30Cl5MoN4O5SeSi, from the Open Molecules 2025 dataset.

The geometry in XYZ format:
```
77
Properties=species:S:1:pos:R:3:forces:R:3
Mo -0.438 -0.101 0.986 0.5 -0.2 -0.5
Cl -1.306 2.296 3.310 0.1 -0.1 0.0
C -1.742 2.647 1.687 0.0 0.0 -0.1
C -1.431 1.760 0.630 -0.1 0.0 0.0
C -1.810 2.198 -0.660 0.0 0.0 0.1
Cl -1.266 1.372 -2.104 0.0 0.0 0.0
C -2.542 3.356 -0.883 0.0 0.0 0.0
Cl -3.068 3.788 -2.459 0.0 0.0 0.0
C -2.858 4.191 0.196 0.0 0.0 0.0
Cl -3.744 5.614 -0.063 0.0 0.0 0.0
C -2.423 3.853 1.478 0.0 0.0 0.0
Cl -2.757 4.905 2.775 0.0 0.0 0.0
C -3.524 -2.729 4.872 0.0 0.0 0.0
N -3.232 -1.777 3.792 0.0 0.0 0.0
C -4.037 -0.739 3.389 0.0 0.0 0.0
C -3.366 -0.089 2.408 0.0 0.0 0.0
N -2.148 -0.721 2.204 -0.1 -0.1 0.1
C -2.118 -1.741 3.071 -0.1 0.0 -0.1
H -4.601 -2.802 4.989 0.0 0.0 0.0
H -3.079 -2.381 5.800 0.0 0.0 0.0
H -3.126 -3.705 4.608 0.0 0.0 0.0
H -4.999 -0.553 3.836 0.0 0.0 0.0
H -3.655 0.792 1.864 0.0 0.0 0.0
H -1.332 -2.469 3.170 0.0 0.0 0.0
N -4.115 -0.089 -3.003 0.0 0.0 0.0
C -3.987 -1.312 -2.118 0.0 0.0 0.0
C -3.328 -0.982 -0.775 0.0 0.0 0.0
N -1.883 -1.259 -0.669 -0.1 0.1 0.0
H -4.362 -0.345 -3.963 0.0 0.0 0.0
H -3.244 0.463 -3.022 0.0 0.0 0.0
H -4.851 0.537 -2.663 0.0 0.0 0.0
H -3.423 -2.055 -2.679 0.0 0.0 0.0
H -4.998 -1.686 -1.980 0.0 0.0 0.0
H -3.828 -1.556 0.003 0.0 0.0 0.0
H -3.507 0.070 -0.534 0.0 0.0 0.0
H -1.391 -1.019 -1.524 0.0 0.0 0.0
H -1.724 -2.246 -0.484 0.0 0.0 0.0
O 0.639 -0.064 -0.447 -0.1 -0.2 0.3
Si 2.361 0.168 -0.792 0.0 0.0 0.0
C 3.029 -1.551 -0.436 0.2 0.2 0.0
C 4.186 -1.679 0.250 0.0 0.0 0.0
C 4.819 -2.957 0.547 0.0 0.0 0.0
C 4.278 -4.110 0.140 0.0 0.0 0.0
C 3.044 -4.090 -0.648 -0.4 0.0 0.0
C 2.412 -2.793 -0.967 -0.1 0.0 0.0
C 2.413 0.610 -2.573 -0.1 0.0 0.0
C 1.685 -0.146 -3.504 0.0 0.0 0.0
C 1.757 0.132 -4.858 0.0 0.0 0.0
C 2.562 1.175 -5.306 0.0 0.0 0.0
C 3.290 1.930 -4.401 0.0 0.0 0.0
C 3.218 1.650 -3.042 0.1 0.0 0.0
C 2.810 1.488 0.410 0.0 0.0 0.0
C 3.398 1.316 1.668 0.0 0.0 0.0
C 3.550 2.387 2.536 0.0 0.0 0.0
C 3.099 3.648 2.171 0.0 0.0 0.0
C 2.489 3.837 0.937 0.0 0.0 0.0
C 2.347 2.769 0.067 0.0 0.0 -0.1
H 4.710 -0.795 0.590 0.0 0.0 0.0
H 5.758 -2.953 1.084 0.0 0.0 0.0
H 4.765 -5.062 0.301 0.0 0.0 0.0
H 2.818 -4.949 -1.264 0.1 0.0 0.0
H 1.795 -2.722 -1.854 0.0 0.0 0.0
H 1.051 -0.966 -3.175 0.0 0.0 0.0
H 1.203 -0.466 -5.570 0.0 0.0 0.0
H 2.625 1.391 -6.364 0.0 0.0 0.0
H 3.922 2.735 -4.751 0.0 0.0 0.0
H 3.807 2.241 -2.352 0.0 0.0 0.0
H 3.727 0.342 2.003 0.0 0.0 0.0
H 4.018 2.239 3.500 0.0 0.0 0.0
H 3.227 4.484 2.846 0.0 0.0 0.0
H 2.143 4.821 0.648 0.0 0.0 0.0
H 1.880 2.937 -0.898 0.0 0.0 0.0
O 0.809 -4.046 2.750 -0.1 -0.1 -0.1
Se 1.331 -2.827 1.898 0.1 0.0 -0.2
O -0.038 -2.197 1.118 -0.2 0.5 0.3
O 0.559 0.273 2.236 -0.1 0.0 -0.1
O 1.743 -3.688 0.017 0.2 0.0 0.2
```
Forces are in eV/Å.

Properties
Net charge ... +3
Orbital gap ... 0.2166 Ha
F_max ... 0.7 eV/A
ΔE to the lowest compared entry with this formula, charge and spin ... 0.0 kJ/mol

How positive or negative is each atom? The Löwdin charges in e answer that: Mo 1.8129; Cl 0.7803; C -0.6925; C -0.3051; C -0.6431; Cl 0.7810; C -0.7058; Cl 0.7343; C -0.6918; Cl 0.8027; C -0.7022; Cl 0.7784; C 0.0434; N -0.0831; C -0.0030; C -0.1447; N -0.1047; C -0.1119; H 0.1070; H 0.1117; H 0.1072; H 0.1462; H 0.1067; H 0.1216; N 0.1948; C -0.0958; C -0.2254; N -0.0623; H 0.1824; H 0.0721; H 0.1760; H 0.1407; H 0.1423; H 0.1261; H 0.0955; H 0.0337; H 0.0985; O -0.4973; Si 0.6467; C -0.1906; C -0.0527; C -0.0105; C 0.0180; C -0.0983; C -0.1775; C -0.2551; C -0.1284; C -0.0664; C -0.0421; C -0.0411; C -0.0724; C -0.2522; C -0.1006; C -0.0484; C -0.0381; C -0.0502; C -0.1014; H 0.1086; H 0.1324; H 0.1366; H 0.1696; H 0.1463; H 0.0831; H 0.1121; H 0.1214; H 0.1221; H 0.1107; H 0.0919; H 0.1204; H 0.1220; H 0.1178; H 0.1034; O -0.4247; Se 1.3237; O -0.6862; O -0.3639; O -0.2131

The following is a quantum chemistry calculation of a molecular structure, C12H22N3O6PRuSSe3Te2 at a distorted geometry, from the Open Molecules 2025 dataset.

The geometry in XYZ format:
```
51
Properties=species:S:1:pos:R:3:forces:R:3
Ru 1.290 -2.533 0.938 0.3 0.8 -2.5
Se 1.651 -2.494 3.387 0.8 0.2 0.9
Se -0.103 -3.600 2.374 -0.7 -2.2 1.4
Te -1.663 -4.320 4.241 -0.6 0.0 0.2
Se -1.842 -4.795 -0.501 0.0 0.0 0.1
Te 0.347 -3.792 -1.042 0.9 -0.7 0.7
C -0.123 4.895 -4.158 0.0 0.0 0.0
C -0.086 3.506 -3.601 0.0 -0.2 0.0
C -0.723 3.216 -2.393 0.1 0.0 -0.2
C -0.609 1.972 -1.809 0.0 -0.2 0.0
C 0.145 0.997 -2.449 0.1 0.0 -0.1
C 0.744 1.246 -3.674 0.0 -0.4 0.2
C 0.620 2.494 -4.249 -0.2 0.3 0.1
S 0.439 -0.552 -1.644 -0.6 -0.2 0.7
O 1.110 -1.441 -2.543 0.4 0.7 -0.5
O -0.806 -1.022 -1.072 0.1 1.1 -0.7
N 1.455 -0.204 -0.385 -0.9 -0.1 -0.5
C 2.758 0.320 -0.764 0.6 0.1 -0.4
C 3.726 0.239 0.408 0.0 -0.6 0.1
C 4.092 -1.237 0.825 0.0 1.2 0.1
O 5.077 -1.384 1.528 0.4 0.1 0.2
O 3.347 -2.142 0.362 -0.9 -1.1 -0.5
H -1.106 5.348 -4.040 0.0 0.0 0.0
H 0.143 4.899 -5.211 0.0 0.1 -0.1
H 0.598 5.514 -3.621 0.0 0.1 -0.1
H -1.304 3.981 -1.901 -0.1 0.1 0.1
H -1.096 1.747 -0.872 -0.1 0.0 0.3
H 1.291 0.446 -4.149 0.1 0.0 -0.1
H 1.082 2.693 -5.204 0.1 0.0 -0.1
H 0.961 0.357 0.306 -0.2 -0.3 0.3
H 2.663 1.361 -1.126 0.0 -0.3 0.1
H 3.107 -0.303 -1.596 0.1 0.1 0.2
H 3.295 0.739 1.285 0.1 0.0 -0.1
H 4.660 0.742 0.154 -0.1 0.1 0.1
N -2.999 -1.926 0.361 0.1 -0.2 -0.5
C -2.916 -1.582 1.791 0.5 0.6 0.5
P -1.702 -0.153 1.975 0.6 -0.8 0.7
O -2.179 1.037 1.243 -0.9 0.6 -0.1
O -0.306 -0.624 1.699 -0.3 0.4 0.4
C -1.774 0.078 3.842 -0.3 0.7 -0.9
N -1.098 -1.019 4.529 0.5 -0.7 0.0
H -3.843 -1.580 -0.091 0.1 0.0 0.1
H -2.912 -2.983 0.201 0.3 0.3 -0.1
H -2.182 -1.513 -0.135 -0.3 -0.3 -0.1
H -2.580 -2.475 2.332 -0.1 0.3 -0.1
H -3.892 -1.288 2.173 -0.1 0.0 -0.1
H -2.806 0.163 4.178 0.0 0.0 0.1
H -1.263 1.026 4.038 0.0 -0.2 0.0
H -1.613 -1.957 4.482 0.1 0.3 0.2
H -0.908 -0.840 5.517 0.0 0.0 -0.2
H -0.169 -1.259 4.057 -0.1 0.2 0.2
```
Forces are in eV/Å.

Properties
Net charge ... -1
Orbital gap (alpha / beta) ... 0.1967 / 0.2001 Ha
F_max ... 2.7 eV/A
Multiplicity ... 2

How positive or negative is each atom? The natural (NBO) charges in e answer that: Ru 0.3312; Se -0.3396; Se -0.0586; Te -0.4100; Se -0.7365; Te 0.3933; C -0.6290; C 0.0045; C -0.2081; C -0.2074; C -0.2803; C -0.1879; C -0.2287; S 2.3412; O -0.9360; O -0.9900; N -0.8689; C -0.2359; C -0.5351; C 0.8025; O -0.6805; O -0.7794; H 0.2175; H 0.2134; H 0.2228; H 0.2128; H 0.2702; H 0.2429; H 0.2101; H 0.4459; H 0.1756; H 0.2294; H 0.2123; H 0.2231; N -0.7635; C -0.6471; P 2.1802; O -1.1539; O -1.1902; C -0.6092; N -0.8415; H 0.4111; H 0.4508; H 0.4809; H 0.2708; H 0.2166; H 0.2166; H 0.2333; H 0.4267; H 0.4116; H 0.4700

The following is a quantum chemistry calculation of a single C3H2N2O2 molecule at a distorted geometry, from the Open Molecules 2025 dataset.

The geometry in XYZ format:
```
9
Properties=species:S:1:pos:R:3:forces:R:3
N -0.440 1.086 -1.714 0.2 -0.4 0.6
C -0.087 0.559 -0.628 0.0 0.2 -0.5
O -0.895 -0.224 0.167 -0.1 0.1 0.0
C -0.320 -1.161 0.993 0.4 -0.3 0.1
O 0.715 -1.710 0.784 -0.5 0.3 0.0
C 1.199 0.864 -0.027 1.2 0.4 0.6
N 2.178 1.105 0.540 -1.1 -0.2 -0.7
H -1.381 0.792 -1.975 0.0 0.0 0.0
H -0.969 -1.306 1.865 0.0 -0.1 -0.1
```
Forces are in eV/Å.

Properties
Orbital gap ... 0.4222 Ha
F_max ... 1.4 eV/A
SMILES ... [H]/N=C(/C#N)OC=O
ΔE to the lowest compared entry with this formula, charge and spin ... 96.1 kJ/mol

How positive or negative is each atom? The natural (NBO) charges in e answer that: N -0.5502; C 0.4515; O -0.5128; C 0.6460; O -0.5032; C 0.1882; N -0.2256; H 0.3630; H 0.1431

The following is a quantum chemistry calculation of 2 unconnected molecules or ions with the total composition CH2O3PS at a distorted geometry, from the Open Molecules 2025 dataset.

The geometry in XYZ format:
```
8
Properties=species:S:1:pos:R:3:forces:R:3
C -2.667 0.788 0.374 1.2 1.0 -0.6
O -2.777 0.954 -0.946 0.7 3.7 1.2
O -2.288 1.637 1.133 -0.5 -0.1 0.2
O -3.223 -1.598 -0.566 0.2 0.6 1.0
P -2.797 -1.007 0.759 -0.3 -1.9 0.2
S 2.707 -0.482 0.455 -0.2 0.2 0.3
H -3.086 0.136 -1.206 -1.2 -3.3 -2.0
H 2.653 0.373 1.506 0.0 -0.2 -0.3
```
Forces are in eV/Å.

Properties
Net charge ... -1
Orbital gap (alpha / beta) ... 0.1409 / 0.1073 Ha
F_max ... 4.1 eV/A
ΔE to the lowest compared entry with this formula, charge and spin ... 273.9 kJ/mol

How positive or negative is each atom? The natural (NBO) charges in e answer that: C 0.3896; O -0.6451; O -0.5314; O -0.9972; P 1.1818; S -0.9728; H 0.4914; H 0.0836

The following is a quantum chemistry calculation of a gas-phase ion, C10H11N4O (charge +1) at a distorted geometry, from the Open Molecules 2025 dataset.

The geometry in XYZ format:
```
26
Properties=species:S:1:pos:R:3:forces:R:3
C 3.992 -1.431 0.105 0.1 -0.2 0.0
C 3.377 1.021 0.217 -0.1 -0.4 0.0
C 2.174 1.709 -0.039 -0.1 -0.2 -0.1
C 3.155 -0.313 -0.045 -0.1 0.9 0.0
C 1.257 0.789 -0.488 -0.1 0.1 0.1
C -2.860 -1.073 -0.059 0.1 0.1 0.0
C -0.202 0.881 -0.686 0.6 0.1 -0.3
C -2.413 0.354 0.317 -1.2 0.0 -0.1
C 1.217 -1.602 -0.820 -2.6 -0.3 1.9
C -0.668 -1.185 0.688 2.5 -1.2 -1.5
N 4.622 -2.376 0.246 0.3 -0.4 0.0
N 1.865 -0.454 -0.513 0.6 0.9 -0.1
N -1.788 -1.867 0.236 -0.1 0.0 0.1
N -0.945 0.254 0.505 0.2 0.2 0.1
O -3.914 -1.412 -0.498 -0.3 0.2 -0.1
H 4.295 1.447 0.569 0.2 0.0 0.1
H 2.014 2.761 0.089 -0.1 0.2 0.0
H -0.503 1.926 -0.747 -0.1 -0.1 0.1
H -0.538 0.349 -1.576 -0.2 0.0 0.1
H -2.694 1.072 -0.453 0.2 0.0 0.0
H -2.917 0.628 1.246 0.2 0.0 0.0
H 1.691 -2.526 -0.529 0.1 -0.1 0.0
H 0.546 -1.619 -1.660 0.0 0.1 -0.2
H -0.224 -1.460 1.635 0.0 0.2 0.2
H -1.820 -2.873 0.160 0.0 0.1 0.0
H -0.630 0.775 1.331 -0.1 -0.2 -0.1
```
Forces are in eV/Å.

Properties
Net charge ... +1
Orbital gap (alpha / beta) ... 0.2760 / 0.2820 Ha
F_max ... 3.2 eV/A
ΔE to the lowest compared entry with this formula, charge and spin ... 141.6 kJ/mol

How positive or negative is each atom? The natural (NBO) charges in e answer that: C 0.2172; C -0.1914; C -0.2302; C 0.0134; C 0.0806; C 0.6540; C -0.2404; C -0.3382; C -0.0867; C 0.0707; N -0.2180; N -0.3278; N -0.6371; N -0.3796; O -0.5018; H 0.2596; H 0.2476; H 0.2560; H 0.2392; H 0.2612; H 0.2666; H 0.2445; H 0.2128; H 0.2224; H 0.4518; H 0.4535